14
Properties=species:S:1:pos:R:3:forces:R:3:mulliken_charge:R:1 method="wB97M-V/def2-TZVPD" e_lumo_ev=-0.60 de_lowest_kj_mol=565.4 e_homo_ev=-8.4012 e_tot_ev=-15671.6866 homo_lumo_gap_ha=0.287 smiles="C#CC(=C)O.N=[SiH2]"
C -3.66182 0.11034 0.22395 0.75 -1.28 0.36 -0.18
C -2.50748 -0.23648 0.28789 -0.30 1.19 -0.41 -0.31
C -1.09640 -0.28698 0.14399 1.56 0.55 -0.84 0.67
C -0.49419 0.15860 -1.00156 -5.41 -0.07 1.85 -0.65
N 2.02705 0.18172 1.05160 0.80 0.29 -0.93 -0.58
O -0.47393 -0.77892 1.24158 -0.54 -0.26 0.28 -0.49
Si 2.87818 0.21218 -0.32115 -1.77 -1.13 1.09 0.32
H -4.65994 -0.18415 0.24991 -1.33 0.43 -0.07 0.34
H -1.07873 0.56539 -1.81481 -0.05 -0.09 0.16 0.29
H 0.45176 -0.04614 -1.12175 4.74 -0.66 -0.74 -0.09
H 0.47941 -0.53689 1.33593 -0.18 -0.15 -1.07 0.51
H 1.75475 0.67486 1.90199 0.98 0.15 -0.61 0.26
H 2.42639 -0.87862 -1.30932 0.62 0.82 0.70 -0.03
H 3.95495 1.04509 -0.86824 0.11 0.20 0.21 -0.07



13
Properties=species:S:1:pos:R:3:forces:R:3:mulliken_charge:R:1 method="wB97M-V/def2-TZVPD" e_lumo_ev=0.74 de_lowest_kj_mol=398.4 e_homo_ev=-7.9277 e_tot_ev=-16582.8024 homo_lumo_gap_ha=0.318
C 0.79437 0.23596 0.15398 3.16 2.05 -0.21 0.50
C 2.68476 0.95601 0.20989 -2.84 -1.87 -0.19 -0.76
C -1.46862 -1.15555 -0.36136 1.34 0.35 0.53 -1.06
C -1.55915 0.25123 0.23622 -0.46 -0.35 0.45 -0.23
N -0.22135 0.80550 0.51443 -1.18 -0.10 0.48 -0.46
S 2.06171 -0.47859 -0.67622 -0.07 -0.15 0.12 -0.08
H 2.90200 1.82852 -0.31676 -0.15 1.14 -1.14 0.30
H 3.30033 0.77439 1.03660 0.41 -0.59 1.22 0.30
H -2.47568 -1.55107 -0.33150 -0.01 -0.40 -1.12 0.33
H -0.88832 -0.92126 -1.24962 -1.02 -0.79 -1.22 0.30
H -0.76231 -1.91444 0.09732 -0.97 1.14 0.49 0.29
H -2.22480 0.21191 1.11178 0.81 0.30 0.35 0.33
H -2.14294 0.95736 -0.42477 0.99 -0.73 0.24 0.25



13
Properties=species:S:1:pos:R:3:forces:R:3:mulliken_charge:R:1 method="wB97M-V/def2-TZVPD" e_lumo_ev=-0.27 de_lowest_kj_mol=198.7 e_homo_ev=-8.7461 e_tot_ev=-16584.8715 homo_lumo_gap_ha=0.312 smiles="C[C@H]1N[C@@H]1C=S"
C -0.54408 1.41278 -1.09808 -0.33 -0.51 -0.37 -1.18
C -0.62016 0.16286 -0.21976 0.37 0.43 0.19 0.36
C 0.70479 -0.39589 0.34101 -1.50 0.21 -2.31 -0.07
C 0.75277 -0.95411 1.67047 0.74 -0.61 -0.03 -0.38
H -0.70491 2.36236 -0.58155 0.30 -0.23 0.20 0.32
H -1.35758 1.33785 -1.82801 0.08 0.02 -0.05 0.29
H 0.39939 1.41383 -1.68527 -0.53 0.06 0.57 0.30
H -1.54534 -0.01092 0.38400 0.95 0.46 -0.36 0.34
H -0.60299 -1.86318 -0.54622 0.61 0.86 -0.13 0.25
H 1.57769 -0.03226 -0.20432 0.13 0.33 1.28 0.34
H -0.12261 -1.47060 2.07913 -0.06 0.32 -0.27 0.27
N -0.06531 -1.01339 -0.82399 -0.73 -1.37 0.90 -0.58
S 2.12832 -0.94934 2.51260 -0.02 0.03 0.37 -0.26



13
Properties=species:S:1:pos:R:3:forces:R:3:mulliken_charge:R:1 method="wB97M-V/def2-TZVPD" e_lumo_ev=0.77 de_lowest_kj_mol=437.7 e_homo_ev=-7.9176 e_tot_ev=-16582.3952 homo_lumo_gap_ha=0.319
C -1.54584 -1.88742 0.20824 -0.32 0.20 0.51 -0.16
C -0.61420 -1.53487 -0.43036 0.39 -1.91 -0.14 -0.15
C -0.26962 1.64036 0.50090 -0.84 -1.46 1.11 -0.31
C 0.60373 -1.38317 -1.14258 0.68 -0.55 0.28 -0.81
N 0.51511 1.15164 1.44677 1.85 0.52 -0.25 -0.18
S 0.16468 2.98099 -0.45034 -0.21 0.17 0.31 -0.19
H -2.19564 -2.02429 0.99113 -1.44 -0.32 0.91 0.42
H -1.12161 3.07565 -0.85967 0.57 0.23 -0.32 0.18
H 0.70323 -0.37944 -0.91673 1.36 2.60 -0.43 0.22
H 1.50416 -1.90162 -0.73735 -0.98 0.00 -0.33 0.24
H 0.43850 -1.52297 -2.18625 0.29 -0.14 -0.81 0.27
H 0.34053 0.25900 1.94248 -0.40 1.04 -0.76 0.28
H 1.47698 1.52612 1.63377 -0.96 -0.40 -0.08 0.19



13
Properties=species:S:1:pos:R:3:forces:R:3:mulliken_charge:R:1 method="wB97M-V/def2-TZVPD" e_lumo_ev=0.96 de_lowest_kj_mol=127.8 e_homo_ev=-8.3827 e_tot_ev=-16585.6072 homo_lumo_gap_ha=0.343
C -1.78383 -0.40118 0.09601 -0.04 -2.09 0.52 -1.19
C -0.34478 -0.23506 -0.37530 0.16 0.05 1.65 0.10
C 0.57054 0.88548 0.14049 -0.87 -0.41 1.87 -0.48
C 1.93272 0.34107 -0.01469 3.21 0.11 -0.17 -0.06
H -1.94335 -1.50807 0.02190 -0.24 0.67 -0.21 0.32
H -2.05036 -0.25781 1.16670 0.41 0.74 -0.82 0.32
H -2.45502 0.01470 -0.64794 -0.33 0.45 0.46 0.32
H -0.43296 -0.12374 -1.43812 0.49 -0.31 -0.79 0.27
H 0.48874 1.08593 1.27140 -0.31 -0.44 -1.27 0.22
H 0.36109 1.82524 -0.32649 0.19 0.58 -0.46 0.35
H 2.86743 1.03380 0.13388 -1.75 -1.40 -0.67 0.28
N 2.11862 -0.93889 -0.11797 0.49 2.35 0.79 -0.42
S 0.67116 -1.72147 0.09013 -1.42 -0.29 -0.90 -0.02



13
Properties=species:S:1:pos:R:3:forces:R:3:mulliken_charge:R:1 method="wB97M-V/def2-TZVPD" e_lumo_ev=0.90 de_lowest_kj_mol=138.9 e_homo_ev=-8.3803 e_tot_ev=-16585.4913 homo_lumo_gap_ha=0.341 smiles="S=CNC1CC1"
C 1.06824 0.30763 0.29055 -0.95 3.12 1.55 -0.11
C -1.30644 0.04450 0.49484 -1.48 -0.20 0.12 -0.05
C -2.21323 0.75594 -0.44265 -0.46 0.48 0.29 -0.47
C -2.50950 -0.67654 -0.05066 0.10 0.84 -0.33 -0.68
H 0.80558 1.26720 0.87934 0.67 -1.29 -0.74 0.24
H 0.07143 -1.23590 -0.43539 -0.17 0.62 0.20 0.24
H -1.36738 0.20381 1.53713 0.17 0.59 0.97 0.43
H -2.86027 1.52162 -0.04910 -0.22 -0.01 0.27 0.22
H -1.79972 1.07669 -1.37940 0.17 -0.47 -0.43 0.26
H -2.30983 -1.46813 -0.73011 0.02 -0.45 -0.65 0.25
H -3.39794 -0.81247 0.55807 0.40 -0.07 0.15 0.23
N -0.04691 -0.31544 0.00841 0.29 -2.65 -1.02 -0.19
S 2.55951 -0.05837 -0.13699 1.47 -0.50 -0.37 -0.37



13
Properties=species:S:1:pos:R:3:forces:R:3:mulliken_charge:R:1 method="wB97M-V/def2-TZVPD" e_lumo_ev=0.85 de_lowest_kj_mol=225.4 e_homo_ev=-8.0091 e_tot_ev=-16584.5957 homo_lumo_gap_ha=0.326 smiles="CC1=CCNS1"
C -0.44270 0.80340 0.42368 1.23 -1.00 -1.53 -0.46
C -0.55283 -0.47158 0.08048 2.16 -0.09 -1.45 0.40
C 1.01093 1.32740 0.37586 -0.14 -0.86 1.99 -0.55
C -1.47471 -1.64832 -0.07091 -0.32 1.36 -1.58 -1.11
N 1.92596 0.64294 -0.49680 -0.72 -2.66 2.66 -0.36
S 1.35495 -0.98648 -0.65721 -1.96 0.80 1.26 -0.15
H -1.16767 1.55042 0.65472 -0.76 -0.07 0.51 0.38
H 1.12832 2.33724 0.12815 -0.33 1.79 -0.03 0.45
H 1.27705 1.18379 1.45584 0.49 0.29 -0.77 0.20
H -1.81609 -1.71844 -1.15341 0.33 0.24 1.20 0.27
H -2.37102 -1.57646 0.55729 0.43 -0.33 0.05 0.31
H -0.83596 -2.50103 0.05503 -0.27 -0.80 0.61 0.33
H 1.96377 1.05709 -1.35272 -0.14 1.34 -2.92 0.29



14
Properties=species:S:1:pos:R:3:forces:R:3:mulliken_charge:R:1 method="wB97M-V/def2-TZVPD" e_lumo_ev=0.25 de_lowest_kj_mol=453.8 e_homo_ev=-8.8014 e_tot_ev=-27417.1427 homo_lumo_gap_ha=0.333
C -2.05366 -0.45258 -0.20828 -1.93 3.28 -0.23 -0.58
C 0.70025 -1.38733 -0.26709 -6.58 4.23 0.67 0.37
C 1.82765 0.80658 -0.05590 -3.82 -0.10 -0.95 -0.64
C 0.42360 1.08370 0.40919 -1.42 1.11 -0.01 -0.28
H -1.32097 0.35848 -0.75523 -2.32 -2.15 1.64 0.23
H -2.33290 -0.11856 1.03883 0.18 -0.32 -4.31 0.22
H -3.10460 -0.48760 -1.09160 3.21 -0.35 3.24 0.28
H 2.23043 1.39362 -0.85155 0.77 0.21 0.15 0.27
H 2.26715 0.21127 0.68303 1.89 -0.25 0.49 0.37
H 0.19045 0.65472 1.37797 0.00 0.54 0.37 0.27
H -0.27307 2.03919 0.14807 1.89 -2.49 0.27 0.30
N 0.61196 0.00733 -0.54378 2.73 0.10 -0.68 -0.35
S -1.12994 -1.92199 0.11435 2.07 -0.85 -1.02 -0.09
S 1.96366 -2.18683 0.00200 3.34 -2.98 0.36 -0.35



14
Properties=species:S:1:pos:R:3:forces:R:3:mulliken_charge:R:1 method="wB97M-V/def2-TZVPD" e_lumo_ev="0.44 / -0.37" de_lowest_kj_mol=362.1 e_homo_ev="-6.9929 / -7.3740" e_tot_ev=-27418.0929 homo_lumo_gap_ha="0.273 / 0.258"
C 2.44863 -0.38596 -0.98416 0.64 0.57 -1.71 -0.07
C 2.35512 0.93396 -0.64806 0.75 2.43 -0.56 -0.22
C -2.13724 0.29019 0.93039 -1.60 -4.23 2.07 -0.99
C -1.73345 -0.76183 -0.05182 0.62 2.02 -0.11 -0.72
N 1.71632 -1.31237 -0.40240 -0.43 -0.72 0.73 -0.39
S 1.06972 1.30080 0.52176 1.00 -0.50 -0.36 -0.07
S 0.76869 -0.75073 0.75571 -0.62 -0.10 0.56 0.14
H 2.98495 -0.75294 -1.86799 0.33 0.43 0.53 0.35
H 2.95744 1.85183 -1.08379 -1.47 -2.31 0.86 0.25
H -1.62064 1.12957 1.06103 2.85 3.41 -0.40 0.39
H -3.12744 0.65487 0.79037 -1.23 0.00 -0.20 0.34
H -2.09682 -0.12667 2.00287 -0.43 0.20 -1.35 0.26
H -1.31127 -0.40018 -0.98489 -0.17 -0.33 -0.06 0.36
H -2.27400 -1.67054 -0.03901 -0.23 -0.88 -0.03 0.35



14
Properties=species:S:1:pos:R:3:forces:R:3:mulliken_charge:R:1 method="wB97M-V/def2-TZVPD" e_lumo_ev="-1.08 / -1.08" de_lowest_kj_mol=291.5 e_homo_ev="-7.3194 / -7.3196" e_tot_ev=-27418.8240 homo_lumo_gap_ha="0.229 / 0.229"
C -0.88968 0.73460 1.07080 -3.03 -1.27 -0.30 0.07
C -1.89259 -0.39628 0.64418 0.32 1.60 -0.74 -1.08
C 0.92765 0.15956 -0.25454 0.07 -1.28 -0.08 0.56
C 1.81556 0.54698 -1.40104 -2.39 0.08 -1.80 -1.28
N 0.12054 0.95265 0.37837 1.27 0.68 0.75 -0.24
S -1.61232 -1.15164 -0.92103 0.39 0.17 -0.25 -0.29
S 1.35978 -1.40434 0.61438 0.47 1.40 -0.86 -0.10
H -1.28191 1.29775 1.91995 0.84 0.36 -0.14 0.36
H -1.87139 -1.12804 1.39728 0.58 -1.26 1.57 0.47
H -2.88954 -0.01573 0.85724 -0.24 0.59 -0.50 0.36
H 2.61149 1.19614 -1.22688 1.54 0.82 1.28 0.37
H 1.34680 1.09916 -2.27549 -0.37 -0.75 1.29 0.29
H 2.15288 -0.36346 -1.82292 0.67 -0.83 -0.41 0.37
H 0.10274 -1.52736 1.01970 -0.11 -0.33 0.18 0.14



15
Properties=species:S:1:pos:R:3:forces:R:3:mulliken_charge:R:1 method="wB97M-V/def2-TZVPD" e_lumo_ev=3.92 total_charge=-1 de_lowest_kj_mol=117.6 e_homo_ev=-4.2162 e_tot_ev=-21239.5177 homo_lumo_gap_ha=0.299
C -0.02204 -1.22632 -1.30956 -0.31 0.13 -2.34 -0.90
C -0.05594 -0.50112 -0.18074 1.33 -0.36 -1.12 0.62
C -1.41755 1.14004 0.95529 -2.26 -1.10 -0.26 -0.99
C -1.21920 -0.43180 0.76889 3.15 2.54 1.73 -0.40
O 2.68329 0.42866 -1.71255 0.64 0.82 -0.95 -0.53
O 3.56818 0.49523 0.60644 -0.19 0.40 -0.30 -0.55
O 1.03542 0.23819 0.15057 -0.93 -0.44 1.20 -0.57
S 2.79121 -0.19712 -0.41676 -0.60 -1.23 0.85 0.49
H 0.88932 -1.04791 -1.94368 -1.15 -0.49 0.59 0.25
H -0.92149 -1.62067 -1.89023 1.14 0.23 1.42 0.21
H -0.45990 1.60256 0.88766 0.55 0.42 0.31 0.32
H -1.96876 1.38737 1.89309 0.50 -0.07 -0.58 0.29
H -2.04643 1.51945 0.08919 0.67 -0.41 0.92 0.24
H -2.07281 -0.88280 0.38051 -1.36 -1.05 -0.42 0.32
H -0.78330 -0.90377 1.72189 -1.18 0.61 -1.05 0.22



15
Properties=species:S:1:pos:R:3:forces:R:3:mulliken_charge:R:1 method="wB97M-V/def2-TZVPD" e_lumo_ev="-10.82 / -10.80" total_charge=+2 de_lowest_kj_mol=134.7 e_homo_ev="-17.5116 / -17.7279" e_tot_ev=-28285.8573 multiplicity=6 homo_lumo_gap_ha="0.246 / 0.254"
H 0.68519 4.52895 -0.74729 -0.05 0.22 0.09 -0.12
O 2.18969 0.96825 -0.29607 0.62 -0.07 0.34 -0.43
C 2.28637 -0.14990 0.15392 -0.55 0.01 -0.92 -0.04
C 0.97422 -0.88642 0.43648 0.06 -1.08 -1.55 0.30
O 0.25729 -0.96141 -0.60334 1.32 0.45 0.54 -0.15
C -1.18715 -1.13604 -0.56863 -0.84 -0.90 -0.27 -0.33
C -1.67778 -0.08464 0.42673 0.22 -0.65 1.74 -0.38
O -0.75659 0.94155 0.51972 0.77 1.61 -0.86 -0.77
Sm 0.35853 2.58661 -0.48403 -0.64 -0.42 0.37 1.71
H 3.22620 -0.72348 0.16904 0.03 0.20 0.39 0.44
H 0.92446 -1.63136 1.24392 -0.74 0.64 0.43 0.45
H -1.39481 -2.16666 -0.26197 -0.18 0.23 -0.07 0.34
H -1.53051 -0.95364 -1.59210 0.39 -0.18 0.17 0.28
H -1.64305 -0.52196 1.44210 -0.80 -0.19 -0.41 0.32
H -2.71207 0.19017 0.16152 0.41 0.12 0.02 0.36



15
Properties=species:S:1:pos:R:3:forces:R:3:mulliken_charge:R:1 method="wB97M-V/def2-TZVPD" e_lumo_ev="0.80 / -1.81" de_lowest_kj_mol=68.8 e_homo_ev="-8.6546 / -9.7493" e_tot_ev=-12445.2145 multiplicity=4 homo_lumo_gap_ha="0.347 / 0.292"
O -1.58197 -1.74266 -0.16024 -3.75 0.32 1.13 0.01
O -2.60644 -1.12351 0.16019 2.46 -1.53 -0.73 -0.02
C 1.19038 -0.94509 0.61958 0.64 -0.63 0.17 -1.35
C 0.18373 -0.15800 -0.09402 0.94 1.97 -1.02 0.53
C -0.23120 1.14934 0.47727 -0.92 0.27 0.88 -0.43
O 0.59140 2.23992 0.03775 -0.07 -0.19 -0.03 -0.51
C -0.14732 -0.39911 -1.48431 0.48 0.06 -0.40 -0.05
O -0.94963 0.23583 -2.15942 0.49 -0.27 0.56 -0.51
H 1.65839 -1.68719 -0.04389 -0.12 0.11 0.23 0.37
H 1.98828 -0.28984 1.01618 -0.32 -0.21 -0.11 0.37
H 0.76173 -1.48864 1.48185 0.10 0.19 -0.22 0.30
H -1.28652 1.32772 0.19518 0.39 0.03 0.12 0.33
H -0.15855 1.06029 1.58029 -0.18 0.15 -0.34 0.33
H 0.15447 3.06816 0.29163 0.14 -0.43 -0.11 0.32
H 0.43326 -1.24721 -1.91802 -0.28 0.15 -0.12 0.31



13
Properties=species:S:1:pos:R:3:forces:R:3:mulliken_charge:R:1 method="wB97M-V/def2-TZVPD" e_lumo_ev="-19.65 / -19.63" total_charge=+3 de_lowest_kj_mol=98.0 e_homo_ev="-25.1279 / -25.0517" e_tot_ev=-10956.7078 multiplicity=2 homo_lumo_gap_ha="0.201 / 0.199"
C -1.55357 0.08032 0.29081 0.28 0.04 -0.75 -0.35
C -0.08573 0.05376 0.62514 -0.41 1.98 2.51 -0.01
C 1.08225 -0.76394 0.30372 -1.94 -3.58 -1.52 -0.07
O 2.20994 -0.41544 -0.23202 -1.44 1.91 5.26 -0.10
Tl 3.15575 -0.44406 -1.84307 3.40 -0.39 -5.73 1.21
H -1.91235 -0.78755 -0.27266 0.07 0.09 -0.23 0.31
H 0.07834 0.45377 1.63642 0.00 0.15 0.23 0.48
H -2.20460 0.44546 1.08767 0.33 0.01 0.23 0.33
H 0.29182 -1.27399 -0.51103 1.46 -0.70 1.13 0.36
C -0.79168 1.10274 -0.47523 -2.77 0.56 -1.04 -0.31
H -0.70093 0.93434 -1.54866 0.63 -0.20 0.17 0.34
H -0.85724 2.14778 -0.17472 0.71 0.02 0.34 0.33
H 1.28799 -1.53319 1.11362 -0.30 0.12 -0.61 0.48



12
Properties=species:S:1:pos:R:3:forces:R:3:mulliken_charge:R:1 method="wB97M-V/def2-TZVPD" e_lumo_ev=0.44 de_lowest_kj_mol=195.0 e_homo_ev=-8.3645 e_tot_ev=-13547.2524 homo_lumo_gap_ha=0.324 smiles="[H]/P=C/C1CC1"
C 1.20006 -0.26490 0.00125 -0.35 -0.16 -0.27 -0.30
C -1.36265 -0.42225 -0.21065 0.39 4.19 -2.14 -0.58
C -1.06101 0.77049 0.65404 2.54 -3.97 2.84 -0.54
C 0.02644 0.54247 -0.34282 -1.71 -3.21 2.38 -0.18
P 2.63553 -0.22116 -0.90313 -1.63 1.29 -0.17 -0.14
H 0.89150 -0.97409 0.79847 1.01 0.30 -0.35 0.21
H -1.08084 -1.39835 0.06524 -0.30 -0.94 0.19 0.33
H -2.13335 -0.12566 -1.00623 1.29 -1.32 1.14 0.22
H -1.65128 1.57604 0.55134 -1.93 2.73 -0.43 0.32
H -0.79983 0.53364 1.73945 -0.36 0.52 -1.48 0.20
H 0.08930 1.20374 -1.09728 0.13 2.00 -2.70 0.49
H 3.24613 -1.21997 -0.24968 0.94 -1.43 0.97 -0.02



12
Properties=species:S:1:pos:R:3:forces:R:3:mulliken_charge:R:1 method="wB97M-V/def2-TZVPD" e_lumo_ev=0.26 de_lowest_kj_mol=149.4 e_homo_ev=-8.5311 e_tot_ev=-13547.7251 homo_lumo_gap_ha=0.323 smiles="C=C/P=C/C"
C 0.42772 -1.44023 -2.50428 0.26 -2.41 1.60 -0.63
C 0.33913 -1.22344 -1.20253 -0.20 3.54 -1.15 -0.19
C 0.01235 0.41167 1.08049 -0.25 0.68 -2.62 -0.15
C -0.38924 1.66736 1.85014 -0.30 -1.82 1.01 -0.93
P 0.19292 0.52781 -0.63279 -0.15 -0.44 1.72 -0.06
H 0.62464 -2.41659 -2.90383 0.00 -0.54 -0.01 0.23
H 0.29656 -0.73323 -3.22834 -0.26 2.19 -1.55 0.28
H 0.45431 -1.84825 -0.40762 0.35 -2.45 1.59 0.33
H -0.20436 -0.54971 1.56388 0.61 0.30 -0.02 0.25
H 0.25743 1.98653 2.68688 0.37 0.29 -0.96 0.30
H -0.86425 2.43710 1.24169 0.53 0.11 0.19 0.32
H -1.14722 1.18098 2.45632 -0.96 0.54 0.21 0.27



Going through the records in order, we get strongest force on any atom values of 0.1113 0.0733 0.0537 0.0578 0.0625 0.0702 0.0746 0.1527 0.0967 0.0642 0.0857 0.0386 0.0764 0.1297 0.1070 0.0724 hartree/bohr.